[1]
This record from the OMol25 dataset describes a structure of composition C35H42Br29Cl3F6N6O4P at a distorted geometry. The level of theory is ωB97M-V/def2-TZVPD.

Geometry as ORCA input:
```
! RIJCOSX wB97M-V def2-TZVPD def2/J DEFGRID3
* xyz 1 1
Br -5.999 3.772 -5.379
Br -5.021 6.028 -0.553
Br 7.703 -1.001 8.677
Br -8.445 -0.491 -6.546
Br -1.813 -5.063 -1.650
Br 5.656 -6.905 2.524
Br -7.821 -3.607 3.144
Br -2.907 3.831 -4.604
Br -3.518 2.060 0.559
Br -1.763 2.516 -8.189
Br 7.380 3.981 5.752
Br -4.208 1.180 -5.832
Br 3.617 -9.335 2.834
Br -7.690 0.665 -3.672
Br -3.867 -7.752 -4.450
Br -5.432 -5.069 4.666
Br -4.037 -4.641 -3.784
Br 0.992 3.894 -9.085
Br 8.933 0.960 6.481
Br 5.365 -8.391 5.328
Br 0.419 3.204 -6.003
Br 6.903 7.118 6.029
Br 5.842 5.570 3.449
Br -6.307 3.371 -1.760
Br 6.246 1.759 8.015
Br -4.824 -6.790 -1.567
Br -4.803 -3.020 2.307
Br -5.972 -1.710 -4.955
Br -8.105 5.968 -1.360
Cl -2.600 -0.067 -2.488
Cl 0.625 -2.738 -2.940
Cl -3.163 -0.653 0.987
P -1.388 -0.188 3.273
F 3.553 1.223 5.311
F 2.286 0.503 3.301
F 4.418 -0.715 5.755
F 1.758 -1.399 5.595
F 3.714 -0.997 2.692
F 3.048 -2.724 4.486
O 0.136 -2.762 3.950
O 5.621 1.890 3.917
O 2.492 -4.950 2.258
O 6.207 -0.244 3.673
N 2.144 3.078 -2.786
N -0.330 0.235 4.349
N -0.693 -0.411 1.686
N 2.131 -2.795 1.349
N 0.513 -1.148 -0.013
N 1.141 -2.031 2.002
C 2.657 1.751 -2.571
C -6.613 4.954 -0.698
C 3.088 1.505 -1.113
C 2.182 -3.973 1.782
C 1.903 5.307 -2.902
C -1.326 -2.560 -0.455
C -7.711 -0.890 -4.815
C -0.342 3.724 -7.703
C -1.041 -1.366 -4.546
C -3.701 -6.409 -3.084
C 0.343 -1.211 1.344
C -0.836 -1.067 -0.658
C 0.929 3.356 -3.330
C -1.670 1.435 0.184
C -6.046 -4.329 3.000
C 1.689 -0.480 -0.565
C 3.044 -0.508 3.762
C 7.324 0.312 7.325
C 5.408 0.552 4.046
C -1.491 -0.142 0.456
C 2.198 -1.657 4.375
C -0.890 -0.466 -2.065
C -4.498 2.750 -4.754
C 1.808 1.037 -0.365
C 4.080 0.122 4.749
C -3.797 -3.122 -1.165
C 7.200 5.661 4.812
C -0.333 3.625 0.283
C 1.045 -2.185 3.454
C -0.194 -1.179 -3.271
C 0.710 4.704 -3.436
C 4.469 -7.850 3.714
C -0.797 2.361 1.067
C 2.724 4.285 -2.515
C -2.306 -3.135 -1.499
H -4.734 2.406 -3.757
H 1.813 1.079 -2.749
H -1.384 2.744 1.901
H 1.853 -0.701 -1.621
H -8.365 -1.613 -4.348
H -6.867 4.623 0.299
H 0.991 1.624 -0.788
H -0.155 5.213 -3.822
H 3.689 -7.159 3.999
H -2.186 -2.746 -2.503
H -3.957 -3.187 -0.098
H -0.788 4.700 -7.568
H 8.140 5.847 4.312
H 0.603 -0.515 -3.613
H -2.677 -6.424 -2.739
H -0.366 -1.858 -5.253
H -0.998 4.450 0.535
H 3.699 4.438 -2.075
H 0.707 3.873 0.493
H 2.067 6.370 -2.842
H 3.906 0.787 -1.037
H -6.084 -5.138 2.284
H -1.698 -2.761 0.553
H -1.552 1.745 -0.849
H 0.090 1.890 1.490
H 3.473 1.506 -3.255
H 6.211 2.126 4.661
H -0.424 0.518 -1.993
H -4.211 -2.160 -1.489
H -0.410 3.496 -0.803
H 3.388 2.437 -0.630
H -4.312 -3.891 -1.737
H -2.354 0.826 3.188
H 0.161 2.664 -3.651
H -1.303 -0.412 -5.002
H 1.971 1.247 0.696
H -0.327 -0.488 5.064
H -0.416 -3.144 -0.561
H -1.883 -2.042 -4.409
H -1.976 -1.410 3.658
H 6.743 -0.183 6.560
H 2.573 -0.901 -0.074
*
```

Output
molecular weight: 3179.30 g/mol
strongest force on any atom: 3.46 eV/Å
HOMO level: -10.4 eV
Kohn-Sham gap: 6.49 eV
E_LUMO: -3.919 eV
E: -2148484.1508 eV

Mulliken atomic charge list, values in e, 4 entries: 0.0072 -0.0157 -0.0218 0.0020

---

[2]
This record from the OMol25 dataset describes the molecule C3H8N2S2 at a distorted geometry. The level of theory is ωB97M-V/def2-TZVPD.

Geometry as ORCA input:
```
! RIJCOSX wB97M-V def2-TZVPD def2/J DEFGRID3
* xyz 0 1
S -2.269 -0.927 0.057
S 1.814 -0.230 -0.452
N -0.728 1.311 0.471
N 0.101 -0.261 -0.971
C -0.942 0.134 -0.133
C 1.829 -1.296 1.008
C 0.210 2.362 0.162
H 2.846 -1.334 1.369
H 1.094 2.324 0.716
H -0.168 -1.013 -1.585
H -0.274 3.307 0.353
H 1.506 -2.306 0.717
H -1.444 1.544 1.115
H 1.208 -0.941 1.843
H 0.304 2.376 -0.927
*
```

Output
SMILES: CNC(=S)NSC
molecular weight: 136.25 g/mol
strongest force on any atom: 2.51 eV/Å
HOMO level: -8.2 eV
Kohn-Sham gap: 8.83 eV
E_LUMO: 0.637 eV
ΔE to the lowest compared entry with this formula, charge and spin: 68.4 kJ/mol
E: -27890.9875 eV

Mulliken atomic charge list, values in e, 4 entries: -0.3600 -0.0516 -0.1340 -0.3613

---

[3]
This record from the OMol25 dataset describes a structure of composition C17H32NOPPb at a distorted geometry. The level of theory is ωB97M-V/def2-TZVPD.

Geometry as ORCA input:
```
! RIJCOSX wB97M-V def2-TZVPD def2/J DEFGRID3
* xyz 0 1
Pb 0.000 0.000 0.257
P 0.791 1.909 -0.923
O 0.000 0.000 2.257
N 0.818 -1.834 -0.860
C -2.612 -1.020 -3.197
C -1.691 -2.417 -1.288
C 0.000 0.000 3.677
C -1.388 0.084 -1.376
C -0.869 2.535 -1.495
C -1.259 -0.724 4.169
C 1.375 -1.398 -2.164
C 1.256 -0.728 4.176
C -2.809 0.208 -3.842
C -1.909 -1.087 -1.977
C -1.566 1.314 -2.068
C -2.274 1.377 -3.282
C 0.002 1.452 4.169
C 1.519 3.254 0.104
C -0.228 -2.888 -1.111
C 1.791 1.999 -2.479
C 1.912 -2.429 -0.051
H 2.826 1.666 -2.292
H 0.001 1.491 5.280
H -3.008 -1.941 -3.645
H -1.385 2.909 -0.590
H -2.170 -0.211 3.793
H 2.444 -3.174 -0.658
H 2.620 -1.644 0.288
H -2.146 -2.359 -0.288
H 0.902 1.985 3.794
H -2.398 2.337 -3.797
H -1.271 -1.771 3.795
H 1.168 -0.018 1.419
H -0.195 -3.583 -0.257
H 1.671 4.177 -0.482
H -0.898 1.987 3.794
H 1.331 1.343 -3.235
H -0.671 1.142 1.090
H 0.561 -1.012 -2.794
H -2.217 -3.221 -1.833
H 1.473 -2.936 0.820
H -3.362 0.253 -4.787
H 1.283 -0.748 5.287
H -1.293 -0.743 5.279
H 2.170 -0.217 3.807
H 2.116 -0.607 -1.987
H 1.268 -1.774 3.800
H 0.840 3.453 0.949
H 0.101 -3.459 -2.002
H 1.866 -2.251 -2.676
H -0.782 3.368 -2.215
H 2.485 2.913 0.513
H 1.808 3.035 -2.862
*
```

Output
molecular weight: 504.62 g/mol
strongest force on any atom: 9.62 eV/Å
HOMO level: -5.5 eV
Kohn-Sham gap: 6.01 eV
E_LUMO: 0.506 eV
ΔE to the lowest compared entry with this formula, charge and spin: 675.1 kJ/mol
E: -36212.4244 eV

Mulliken atomic charge list, values in e, 4 entries: 2.1034 0.6146 -0.2272 0.1439

---

[4]
This record from the OMol25 dataset describes a structure of composition C23H43ClMgN3O4Si at a distorted geometry. The level of theory is ωB97M-V/def2-TZVPD.

Geometry as ORCA input:
```
! RIJCOSX wB97M-V def2-TZVPD def2/J DEFGRID3
* xyz -1 1
Cl -2.612 -0.448 1.104
Si -0.090 2.657 1.214
Mg -0.369 -1.045 0.625
O -0.173 -1.167 2.712
O 1.837 -0.679 0.880
O 0.357 -0.046 -1.116
O -0.235 -3.004 0.212
N 0.607 -4.995 -0.534
N -1.009 -0.573 4.763
N 3.343 0.694 -0.170
C 0.650 -3.668 -0.389
C -0.358 2.364 -5.190
C -2.222 -1.927 -1.945
C 2.510 -0.360 -0.121
C 0.373 3.429 -4.641
C -1.796 -0.506 -2.021
C -2.634 0.542 -1.961
C -1.949 2.860 1.251
C -0.532 1.188 -4.455
C 0.701 2.629 2.922
C 0.959 3.294 -3.375
C -0.244 -0.186 -2.315
C -0.490 -1.743 5.461
C 0.017 1.064 -3.178
C 3.950 1.140 -1.418
C 1.623 -5.701 -1.303
C -0.404 -5.808 0.137
C -4.102 0.480 -1.738
C 3.732 1.404 1.042
C 0.727 3.955 0.133
C 0.811 2.096 -2.668
C -1.913 0.278 5.532
C -0.824 -0.401 3.457
H 1.527 -3.179 -0.843
H 3.537 0.780 1.917
H -2.239 1.551 -2.110
H -3.196 -2.058 -2.441
H -1.412 0.621 6.446
H -4.464 -0.538 -1.561
H -1.326 -2.355 5.824
H 2.508 -0.931 -1.066
H 1.283 1.950 -1.695
H 0.036 -6.337 0.992
H -4.381 1.092 -0.874
H 3.655 2.176 -1.642
H 1.149 -6.302 -2.090
H 2.202 -6.379 -0.662
H 1.758 3.685 -0.135
H -2.818 -0.277 5.816
H -0.797 2.451 -6.185
H -2.377 2.636 0.262
H -2.347 -2.253 -0.900
H 0.141 -2.322 4.788
H -2.412 2.168 1.970
H 0.483 4.363 -5.200
H -4.632 0.892 -2.607
H 1.528 4.115 -2.932
H -2.199 1.143 4.924
H -1.318 0.491 3.036
H 3.623 0.490 -2.235
H 0.053 2.151 3.670
H 0.752 4.903 0.696
H 2.295 -4.968 -1.758
H -0.770 -6.560 -0.569
H 0.158 4.108 -0.795
H 0.877 3.673 3.226
H 0.086 -1.409 6.331
H -1.219 -5.168 0.476
H 0.100 -1.072 -2.897
H 3.174 2.348 1.130
H 5.045 1.105 -1.334
H -2.183 3.902 1.527
H 1.663 2.097 2.903
H -1.098 0.347 -4.858
H -1.487 -2.587 -2.422
H 4.800 1.642 0.973
*
```

Output
molecular weight: 513.46 g/mol
strongest force on any atom: 4.26 eV/Å
HOMO level (alpha / beta): -0.1 / -0.1 eV
Kohn-Sham gap (alpha / beta): 2.08 / 2.08 eV
E_LUMO (alpha / beta): 1.966 / 1.966 eV
E: -63056.3876 eV

Mulliken atomic charge list, values in e, 4 entries: -0.6821 -0.7116 4.0528 -1.2191

---

[5]
This record from the OMol25 dataset describes a cluster of 2 separate species, C5H13NO2 in total at a distorted geometry. The level of theory is ωB97M-V/def2-TZVPD.

Geometry as ORCA input:
```
! RIJCOSX wB97M-V def2-TZVPD def2/J DEFGRID3
* xyz 0 1
O 1.868 2.845 -1.193
O 0.701 1.758 0.961
N 0.149 -0.348 0.365
C -0.531 -2.154 -1.383
C -1.354 0.938 1.816
C -0.145 0.849 0.923
C -0.887 -1.234 -0.197
C 1.511 -0.427 -0.206
H -1.369 0.313 2.702
H 1.669 2.321 -0.371
H 1.744 -1.371 -0.630
H 0.937 3.043 -1.364
H -0.987 -3.098 -1.100
H -1.038 -1.684 -2.186
H 2.168 0.117 0.511
H -1.217 -1.942 0.621
H -2.358 0.836 1.360
H -1.280 1.970 2.239
H 1.652 0.308 -1.113
H -1.740 -0.587 -0.321
H 0.508 -2.453 -1.432
*
```

Output
SMILES: CCN(C)C(C)=O.O
molecular weight: 119.16 g/mol
strongest force on any atom: 3.92 eV/Å
HOMO level: -9.4 eV
Kohn-Sham gap: 9.97 eV
E_LUMO: 0.614 eV
ΔE to the lowest compared entry with this formula, charge and spin: 180.9 kJ/mol
E: -10980.0046 eV

Mulliken atomic charge list, values in e, 4 entries: -0.6883 -0.7380 0.1681 -1.1656

---

[6]
This record from the OMol25 dataset describes a structure of composition C38H31Cl7MoN5O7PS3 at a distorted geometry. The level of theory is ωB97M-V/def2-TZVPD.

Geometry as ORCA input:
```
! RIJCOSX wB97M-V def2-TZVPD def2/J DEFGRID3
* xyz -1 2
Mo -1.500 -1.506 -0.709
Cl -7.971 -1.764 -3.225
Cl -5.712 -3.807 -2.373
Cl 4.138 4.816 2.794
Cl -7.426 1.320 -2.989
Cl 6.464 -1.578 -0.229
Cl -4.649 2.323 -1.864
Cl 6.713 1.739 -0.735
S 6.587 0.043 2.259
S -0.248 -0.166 1.214
S -3.514 0.517 2.194
P -1.651 1.026 2.075
O -1.414 2.454 1.362
O 1.156 -3.728 1.555
O 1.672 -4.276 -1.212
O -1.152 1.286 3.583
O -3.279 -2.458 -1.344
O -2.865 0.073 -1.069
O 3.621 -0.629 -1.219
N 1.608 0.989 -2.436
N -2.143 -2.588 1.017
N -0.004 -2.908 -0.309
N -0.289 0.047 -1.864
N -1.011 -2.430 -2.556
C 5.189 2.242 -0.051
C 0.462 -3.864 -3.780
C -0.214 -3.586 -4.951
C 0.962 -0.166 -2.198
C -1.297 -2.712 -4.901
C 0.695 -3.545 -1.291
C -1.662 -2.152 -3.696
C -6.223 0.176 -2.492
C 3.281 -0.870 0.138
C -0.467 1.410 -1.869
C 2.821 2.140 0.141
C 4.060 0.379 2.250
C 0.030 -3.273 -2.603
C 5.672 -0.663 0.990
C 3.941 0.687 -1.608
C 0.688 2.006 -2.263
C 3.985 1.695 -0.486
C 5.167 0.690 2.970
C -5.471 -2.098 -2.214
C 0.252 3.146 4.193
C 0.170 1.652 3.954
C -4.261 -1.659 -1.697
C 0.164 -3.296 1.013
C -6.461 -1.184 -2.605
C 5.248 3.192 0.955
C -2.484 3.272 0.880
C 3.015 1.110 -2.757
C -2.894 4.282 1.929
C -2.666 -3.796 3.454
C -4.029 -0.266 -1.555
C -3.680 -3.203 2.723
C -3.380 -2.598 1.514
C 2.849 3.106 1.133
C 4.341 -0.409 1.092
C -1.379 -3.796 2.936
C -1.165 -3.198 1.715
C -5.002 0.628 -1.974
C 4.068 3.619 1.535
H -3.707 4.902 1.546
H 3.136 -1.949 0.202
H -3.324 2.637 0.594
H 6.199 3.587 1.277
H -0.489 3.444 4.935
H 1.859 1.730 -0.135
H -2.061 4.930 2.202
H 2.332 -0.391 0.405
H -3.246 3.765 2.821
H -2.876 -4.259 4.410
H 3.214 2.154 -3.003
H 0.876 1.316 3.192
H 1.314 -4.527 -3.728
H 4.940 0.640 -2.051
H 5.234 1.268 3.876
H 1.243 3.421 4.561
H 3.234 0.502 -3.635
H 0.089 -4.034 -5.887
H 0.952 3.040 -2.398
H -1.862 -2.466 -5.789
H -2.098 3.759 -0.018
H 1.931 3.448 1.584
H -4.698 -3.181 3.084
H -4.137 -2.101 0.924
H 0.048 3.692 3.273
H -1.421 1.836 -1.611
H 3.056 0.678 2.520
H -2.489 -1.459 -3.618
H -0.539 -4.255 3.437
H 0.388 1.102 4.872
H 1.447 -1.122 -2.287
*
```

Output
molecular weight: 1140.98 g/mol
strongest force on any atom: 2.04 eV/Å
HOMO level (alpha / beta): -4.1 / -3.7 eV
Kohn-Sham gap (alpha / beta): 6.00 / 5.61 eV
E_LUMO (alpha / beta): 1.888 / 1.888 eV
ΔE to the lowest compared entry with this formula, charge and spin: 75.9 kJ/mol
E: -193008.1859 eV

Mulliken atomic charge list, values in e, 4 entries: -1.4110 -0.2365 -0.2315 -0.2520

---

[7]
This record from the OMol25 dataset describes a cluster of 2 separate species, C14H23ClN2O10P3S in total at a distorted geometry. The level of theory is ωB97M-V/def2-TZVPD.

Geometry as ORCA input:
```
! RIJCOSX wB97M-V def2-TZVPD def2/J DEFGRID3
* xyz 1 1
Cl -3.353 3.839 -1.374
S 4.146 3.220 1.814
P -4.291 2.146 -0.475
P 1.979 -2.794 0.640
P -1.184 -2.431 2.022
O 1.025 -4.217 0.445
O -3.856 -0.659 0.787
O 3.102 4.220 1.076
O 5.264 3.983 2.274
O 3.081 -2.890 -0.446
O 2.589 -2.615 2.209
O 4.601 2.383 0.499
O -3.366 1.621 0.912
O -5.818 2.677 0.113
O 3.397 2.342 2.666
N 1.355 -0.496 -0.913
N 1.185 1.400 -2.498
C -2.684 -2.753 4.391
C 0.553 0.595 -1.424
C -2.993 0.252 0.655
C -2.558 -3.510 1.223
C 1.688 -0.438 -4.287
C -0.619 -1.183 0.704
C 3.219 4.076 -0.340
C -1.500 -0.010 0.161
C 0.824 -1.369 0.105
C -1.979 -1.573 3.511
C 0.816 0.727 -3.626
C 3.681 2.644 -0.560
C -0.609 1.111 -4.296
C -0.891 0.922 -0.951
H -1.498 1.775 -1.399
H -2.225 -4.601 1.221
H 2.775 -0.447 -3.933
H 2.318 -0.652 -1.287
H -3.555 -3.417 1.781
H -1.474 0.666 -3.664
H -2.311 -3.786 4.026
H -2.710 -3.163 0.136
H -1.132 -1.152 4.178
H 1.599 -0.392 -5.424
H 1.243 -1.461 -3.968
H 2.367 -1.721 2.566
H 2.849 1.941 -0.464
H -3.828 -2.777 4.218
H -0.649 0.567 -5.300
H 2.263 4.280 -0.824
H -2.731 -0.747 3.225
H -2.447 -2.679 5.503
H 3.966 4.791 -0.695
H 4.161 2.506 -1.529
H 1.420 -4.956 0.965
H -6.487 1.961 0.015
H -0.718 2.244 -4.362
*
```

Output
molecular weight: 539.78 g/mol
strongest force on any atom: 5.72 eV/Å
HOMO level: -11.6 eV
Kohn-Sham gap: 6.15 eV
E_LUMO: -5.420 eV
E: -89558.0593 eV

Mulliken atomic charge list, values in e, 4 entries: -0.2265 1.0790 0.4915 1.0826

---

[8]
This record from the OMol25 dataset describes a cluster of 2 separate species, C2H6OS in total. The level of theory is ωB97M-V/def2-TZVPD.

Geometry as ORCA input:
```
! RIJCOSX wB97M-V def2-TZVPD def2/J DEFGRID3
* xyz 0 1
S 2.310 0.932 2.352
O -3.961 -1.886 -4.194
C -3.378 -2.037 -5.231
C 2.128 1.873 3.894
H 1.152 2.341 3.920
H 2.862 2.680 3.846
H 2.350 1.376 4.831
H 2.095 -0.356 2.649
H -3.871 -1.902 -6.221
H -2.300 -2.311 -5.283
*
```

Output
SMILES: C=O.CS
molecular weight: 78.14 g/mol
strongest force on any atom: 0.61 eV/Å
HOMO level: -9.0 eV
Kohn-Sham gap: 9.97 eV
E_LUMO: 0.928 eV
ΔE to the lowest compared entry with this formula, charge and spin: 71.8 kJ/mol
E: -15052.6874 eV

Mulliken atomic charge list, values in e, 4 entries: -0.2077 -0.3736 -0.0405 -0.6981